1.
DFT (wB97M-V/def2-TZVPD) results for a 10-piece molecular cluster, C74H87BFN2O8P overall at a distorted geometry.

Calculated values
* SMILES: CCOCC[C@H](OCC(=O)NC(=O)F)[C@@](C)(CC)O[C@@]([PH2]=O)(B(O)OCC)c1ccccn1.c1ccccc1.c1ccccc1.c1ccccc1.c1ccccc1.c1ccccc1.c1ccccc1.c1ccccc1.c1ccccc1.c1ccccc1
* electronic energy: -110176.74784 eV
* frontier orbital gap: 8.48 eV

Structure (ORCA input):
```
! wB97M-V def2-TZVPD RIJCOSX def2/J DEFGRID3
* xyz 0 1
C -2.415 -8.684 -1.022
C -2.450 -7.318 -0.105
O -3.687 -6.587 -0.430
C -3.449 -5.131 -0.152
C -3.134 -4.396 -1.589
C -4.218 -3.173 -1.952
O -5.052 -3.468 -3.130
C -6.169 -4.371 -2.815
C -6.336 -5.538 -3.997
O -6.855 -6.712 -3.555
N -5.991 -5.310 -5.453
C -4.913 -6.246 -5.957
O -4.592 -7.440 -5.450
F -4.098 -5.743 -7.124
C -3.565 -1.680 -1.902
C -4.846 -0.606 -1.826
C -2.949 -1.578 -0.339
C -1.310 -1.609 -0.298
O -2.482 -1.334 -2.741
C -2.495 -1.563 -4.153
P -1.113 -0.297 -4.766
O -1.155 -0.251 -6.377
B -1.904 -2.986 -4.709
O -2.639 -4.291 -4.756
O -0.481 -3.113 -5.194
C 0.415 -3.429 -4.054
C 2.014 -3.366 -4.531
C -3.819 -0.967 -4.991
C -4.683 -1.939 -5.917
C -5.979 -1.349 -6.740
C -6.122 0.246 -6.478
C -5.080 0.992 -5.524
N -3.929 0.505 -4.723
H -2.023 -9.564 -0.324
H -3.488 -8.890 -1.452
H -1.671 -8.470 -1.922
H -2.478 -7.531 1.054
H -1.550 -6.653 -0.450
H -4.414 -4.758 0.393
H -2.560 -5.045 0.624
H -3.340 -5.224 -2.425
H -2.017 -4.067 -1.724
H -4.980 -3.210 -1.031
H -6.076 -4.933 -1.792
H -7.208 -3.795 -2.797
H -6.816 -5.398 -6.087
H -5.618 -0.755 -2.692
H -5.324 -0.699 -0.740
H -4.324 0.468 -1.836
H -3.270 -0.528 0.130
H -3.400 -2.393 0.370
H -0.798 -0.576 -0.515
H -0.809 -2.408 -0.990
H -1.004 -1.895 0.820
H 0.195 -0.659 -4.284
H -1.379 1.045 -4.313
H -1.939 -4.959 -4.448
H 0.178 -4.524 -3.716
H 0.329 -2.628 -3.183
H 2.159 -2.548 -5.385
H 2.366 -4.441 -4.859
H 2.664 -3.076 -3.593
H -4.529 -3.105 -6.073
H -6.665 -2.008 -7.422
H -6.990 0.835 -6.994
H -5.245 2.173 -5.424
C -7.558 -0.711 3.107
C -6.577 -0.964 4.065
C -5.525 -1.831 3.774
C -5.455 -2.449 2.525
C -6.441 -2.203 1.570
C -7.492 -1.333 1.860
H -8.375 -0.030 3.332
H -6.633 -0.485 5.040
H -4.758 -2.026 4.520
H -4.634 -3.122 2.297
H -6.390 -2.689 0.599
H -8.259 -1.139 1.115
C 2.705 1.254 -0.737
C 3.584 1.644 0.273
C 3.104 2.322 1.393
C 1.744 2.614 1.502
C 0.866 2.232 0.487
C 1.346 1.551 -0.631
H 3.079 0.720 -1.607
H 4.644 1.419 0.187
H 3.789 2.623 2.182
H 1.369 3.139 2.376
H -0.193 2.464 0.569
H 0.662 1.251 -1.420
C 1.118 5.588 -3.458
C 0.993 5.756 -4.837
C 0.596 4.686 -5.637
C 0.327 3.445 -5.059
C 0.461 3.275 -3.682
C 0.855 4.346 -2.880
H 1.422 6.424 -2.834
H 1.205 6.723 -5.288
H 0.495 4.818 -6.711
H 0.015 2.612 -5.682
H 0.257 2.306 -3.232
H 0.957 4.214 -1.807
C -3.948 1.668 5.310
C -3.240 2.040 6.453
C -1.869 2.281 6.378
C -1.203 2.145 5.159
C -1.909 1.765 4.018
C -3.281 1.528 4.093
H -5.018 1.487 5.368
H -3.759 2.143 7.403
H -1.318 2.574 7.268
H -0.135 2.335 5.100
H -1.389 1.653 3.070
H -3.831 1.233 3.203
C 5.505 7.215 -0.238
C 6.682 6.902 0.441
C 7.005 5.570 0.700
C 6.148 4.551 0.283
C 4.966 4.865 -0.388
C 4.645 6.197 -0.650
H 5.257 8.253 -0.445
H 7.349 7.696 0.768
H 7.924 5.325 1.226
H 6.400 3.513 0.482
H 4.295 4.072 -0.707
H 3.725 6.441 -1.174
C 9.367 3.727 -2.467
C 9.907 2.585 -3.058
C 9.066 1.629 -3.627
C 7.683 1.814 -3.602
C 7.143 2.951 -3.003
C 7.984 3.909 -2.437
H 10.023 4.475 -2.030
H 10.984 2.439 -3.075
H 9.487 0.740 -4.090
H 7.028 1.071 -4.048
H 6.065 3.093 -2.978
H 7.563 4.797 -1.973
C 4.506 2.414 7.315
C 3.378 2.723 8.074
C 2.295 3.374 7.483
C 2.342 3.720 6.132
C 3.474 3.419 5.375
C 4.555 2.764 5.965
H 5.346 1.901 7.774
H 3.342 2.456 9.127
H 1.415 3.612 8.074
H 1.498 4.225 5.671
H 3.514 3.693 4.324
H 5.436 2.528 5.375
C 14.001 2.892 -0.166
C 12.681 2.949 -0.613
C 11.704 2.158 -0.008
C 12.048 1.306 1.041
C 13.370 1.242 1.482
C 14.346 2.035 0.880
H 14.760 3.513 -0.633
H 12.413 3.611 -1.432
H 10.675 2.206 -0.354
H 11.287 0.692 1.514
H 13.639 0.573 2.296
H 15.375 1.987 1.225
C -8.007 -2.374 10.068
C -8.730 -2.666 8.911
C -8.097 -2.645 7.669
C -6.741 -2.326 7.582
C -6.021 -2.024 8.738
C -6.653 -2.049 9.981
H -8.499 -2.397 11.037
H -9.786 -2.912 8.979
H -8.659 -2.876 6.768
H -6.247 -2.312 6.615
H -4.966 -1.770 8.670
H -6.092 -1.817 10.882
*
```

---

2.
DFT (wB97M-V/def2-TZVPD) results for a 2-piece molecular cluster, CH2OS3 overall at a distorted geometry.

Calculated values
* energy above the lowest of the compared OMol25 structures with the same formula, charge and spin: 1.657 eV
* SMILES: C1SS1.O=S
* electronic energy: -35619.37845 eV
* frontier orbital gap (spin up / spin down): 6.40 / 6.50 eV

Structure (ORCA input):
```
! wB97M-V def2-TZVPD RIJCOSX def2/J DEFGRID3
* xyz 0 1
C 0.253 0.111 0.130
S 2.080 -0.040 -0.158
S 1.245 0.409 1.582
H -0.410 -0.841 -0.006
H -0.311 0.851 -0.410
O 3.296 -0.565 2.815
S 4.362 -1.034 1.859
*
```

---

3.
DFT (wB97M-V/def2-TZVPD) results for an isolated molecule of C5H4O2 at a distorted geometry.

Calculated values
* energy above the lowest of the compared OMol25 structures with the same formula, charge and spin: 2.109 eV
* SMILES: O=C=C/C=C\C=O
* electronic energy: -9342.07330 eV
* frontier orbital gap: 8.60 eV

Structure (ORCA input):
```
! wB97M-V def2-TZVPD RIJCOSX def2/J DEFGRID3
* xyz 0 1
O -1.400 -0.764 -1.873
C -1.245 -0.141 -0.908
C -1.291 0.585 0.203
C -0.142 0.626 1.081
C 1.020 0.133 0.636
C 1.167 -0.583 -0.668
O 1.356 -0.217 -1.806
H -2.206 1.148 0.333
H -0.267 1.000 2.098
H 1.832 -0.130 1.307
H 1.174 -1.656 -0.404
*
```

---

4.
DFT (wB97M-V/def2-TZVPD) results for C3H3FO2Ru as an isolated structure at a distorted geometry.

Calculated values
* energy above the lowest of the compared OMol25 structures with the same formula, charge and spin: 3.103 eV
* electronic energy: -12522.34228 eV
* frontier orbital gap (spin up / spin down): 7.95 / 5.88 eV

Structure (ORCA input):
```
! wB97M-V def2-TZVPD RIJCOSX def2/J DEFGRID3
* xyz 2 7
H 0.309 1.357 1.116
F 0.357 -1.235 -1.793
O 1.419 -0.308 0.020
O -0.671 -0.630 0.748
C 0.576 -0.086 -1.125
C -0.560 0.423 -0.237
C 0.476 0.171 0.895
H 1.018 0.661 -1.794
H -1.498 0.923 -0.464
Ru -1.426 -1.276 2.634
*
```

---

5.
DFT (wB97M-V/def2-TZVPD) results for a 2-piece molecular cluster, C4H7Cl2NSi overall at a distorted geometry.

Calculated values
* energy above the lowest of the compared OMol25 structures with the same formula, charge and spin: 2.469 eV
* electronic energy: -38674.74738 eV
* frontier orbital gap: 8.98 eV

Structure (ORCA input):
```
! wB97M-V def2-TZVPD RIJCOSX def2/J DEFGRID3
* xyz 0 1
C 0.071 -2.314 -0.896
C -1.315 0.548 1.112
C 0.655 -1.272 -1.668
C -0.345 1.491 0.416
N -0.355 -3.197 -0.274
Si 1.277 0.544 0.122
Cl 2.414 1.745 -1.024
Cl 1.882 -0.483 1.759
H -1.031 0.346 2.225
H -2.381 1.031 1.152
H -1.364 -0.446 0.592
H -0.200 -0.879 -2.236
H 1.577 -1.513 -2.159
H -0.025 2.353 1.174
H -0.860 2.046 -0.295
*
```

---

6.
DFT (wB97M-V/def2-TZVPD) results for an isolated molecule of C4H6O at a distorted geometry.

Calculated values
* energy above the lowest of the compared OMol25 structures with the same formula, charge and spin: 0.460 eV
* SMILES: C1=COCC1
* electronic energy: -6291.45814 eV
* frontier orbital gap: 9.58 eV

Structure (ORCA input):
```
! wB97M-V def2-TZVPD RIJCOSX def2/J DEFGRID3
* xyz 0 1
C 1.079 0.577 0.065
C 1.180 -0.735 -0.033
O 0.055 -1.469 -0.091
C -1.057 -0.558 0.090
C -0.420 0.878 -0.124
H 1.902 1.319 0.201
H 2.112 -1.369 -0.084
H -1.820 -0.768 -0.693
H -1.427 -0.703 1.122
H -0.911 1.528 0.640
H -0.692 1.301 -1.095
*
```

---

7.
DFT (wB97M-V/def2-TZVPD) results for an isolated molecule of C10H13BrFNO at a distorted geometry.

Calculated values
* energy above the lowest of the compared OMol25 structures with the same formula, charge and spin: 3.818 eV
* SMILES: F/C(=C/C=C\C=C\Br)N1CCOCC1
* electronic energy: -86873.20239 eV
* frontier orbital gap: 8.52 eV

Structure (ORCA input):
```
! wB97M-V def2-TZVPD RIJCOSX def2/J DEFGRID3
* xyz 0 1
F -1.050 -0.221 2.508
C -0.519 -0.519 1.275
C -0.485 -1.921 1.165
C -0.263 -2.613 -0.117
C -0.982 -2.489 -1.232
C -2.048 -1.517 -1.229
C -1.930 -0.308 -0.511
Br -3.535 0.625 -0.239
N 0.280 0.464 0.682
C 0.088 1.840 0.968
C 0.578 2.571 -0.310
O 1.970 2.393 -0.413
C 2.254 0.999 -0.796
C 1.644 0.107 0.343
H -0.640 -2.617 1.995
H 0.208 -3.595 -0.011
H -0.833 -3.102 -2.084
H -3.020 -1.949 -1.320
H -1.337 0.519 -0.879
H 0.505 2.367 1.853
H -0.947 2.087 1.089
H 0.018 2.171 -1.192
H 0.310 3.616 -0.312
H 3.418 1.064 -0.661
H 2.095 0.683 -1.838
H 1.883 -0.987 0.099
H 2.339 0.333 1.166
*
```

---

8.
DFT (wB97M-V/def2-TZVPD) results for C5H10N3 as an isolated structure at a distorted geometry.

Calculated values
* energy above the lowest of the compared OMol25 structures with the same formula, charge and spin: 2.754 eV
* electronic energy: -9808.99442 eV
* frontier orbital gap: 9.03 eV

Structure (ORCA input):
```
! wB97M-V def2-TZVPD RIJCOSX def2/J DEFGRID3
* xyz 1 1
C 1.187 -0.773 1.745
C 0.625 0.398 2.198
C -0.718 -0.446 0.737
C -1.189 0.100 -1.970
C -0.391 0.731 -0.888
N 0.278 -1.354 0.949
N -0.599 0.524 1.638
N 0.978 0.832 -0.929
H 2.052 -1.263 1.887
H 1.040 1.044 2.853
H -1.708 -0.658 0.280
H -2.210 0.170 -1.984
H -0.918 -0.926 -2.103
H -0.760 0.675 -2.800
H -0.843 1.686 -0.680
H 0.233 -2.404 0.794
H 1.458 1.564 -0.334
H 1.485 0.101 -1.392
*
```

---

9.
DFT (wB97M-V/def2-TZVPD) results for C7H10O as an isolated structure at a distorted geometry.

Calculated values
* energy above the lowest of the compared OMol25 structures with the same formula, charge and spin: 9.807 eV
* electronic energy: -9458.75391 eV
* frontier orbital gap: 8.66 eV

Structure (ORCA input):
```
! wB97M-V def2-TZVPD RIJCOSX def2/J DEFGRID3
* xyz 0 1
C 1.086 -0.213 -0.144
C 0.238 -1.114 0.551
C -1.138 -1.022 -0.087
C -2.362 -0.008 -0.341
C -1.061 0.558 -0.178
C 0.172 0.848 -0.841
C 1.033 1.224 0.478
H 3.057 -0.144 0.211
H 0.792 -2.056 0.458
H 0.744 -1.086 1.728
H -1.131 -1.533 -1.037
H -3.162 0.262 0.581
H -2.574 -0.571 -1.341
H -0.914 1.029 0.866
H 0.124 1.318 -1.890
H 0.570 1.452 1.427
H 2.111 1.706 0.337
O 2.413 -0.649 -0.778
*
```

---

10.
DFT (wB97M-V/def2-TZVPD) results for C38H39BiN8O5PS2 as an isolated structure at a distorted geometry.

Calculated values
* energy above the lowest of the compared OMol25 structures with the same formula, charge and spin: 0.000 eV
* electronic energy: -99002.53193 eV
* frontier orbital gap (spin up / spin down): 3.92 / 6.35 eV

Structure (ORCA input):
```
! wB97M-V def2-TZVPD RIJCOSX def2/J DEFGRID3
* xyz -2 2
Bi -0.092 0.306 0.242
C 0.051 0.209 3.529
N -0.758 0.321 2.345
C -2.135 0.249 2.502
C -2.935 0.153 1.338
C -4.313 0.046 1.101
C -4.481 -0.047 -0.308
C -3.227 0.005 -0.881
N -2.282 0.125 0.120
C 0.047 1.433 4.435
C 0.377 1.309 5.783
C 0.436 2.425 6.611
C 0.158 3.688 6.097
C -0.182 3.818 4.754
C -0.243 2.698 3.935
H 1.085 0.015 3.234
H -0.266 -0.658 4.127
H -2.570 0.233 3.495
H -5.086 0.043 1.858
H -5.416 -0.141 -0.846
H -2.950 -0.036 -1.925
H 0.601 0.323 6.184
H 0.694 2.309 7.659
H 0.208 4.563 6.737
H -0.396 4.796 4.335
H -0.514 2.792 2.890
C 5.549 2.482 3.087
C 5.509 2.911 1.637
O 5.286 1.786 0.773
P 3.833 1.516 0.137
S 3.847 -0.193 -0.804
S 2.411 1.834 1.492
O 3.826 2.761 -0.907
C 2.735 2.884 -1.824
C 2.988 4.091 -2.697
H 5.768 3.347 3.721
H 6.326 1.727 3.237
H 4.587 2.064 3.386
H 6.473 3.320 1.336
H 4.747 3.674 1.469
H 1.802 2.996 -1.268
H 2.663 1.970 -2.419
H 3.103 4.987 -2.085
H 2.142 4.240 -3.377
H 3.895 3.947 -3.293
C -6.554 -1.508 -3.925
C -5.257 -1.817 -4.627
C -4.195 -2.401 -3.945
C -2.982 -2.662 -4.569
C -2.795 -2.321 -5.903
N -1.588 -2.556 -6.619
C -0.334 -2.918 -6.154
O 0.362 -3.696 -6.775
N 0.101 -2.316 -4.998
C -0.243 -1.043 -4.479
C -0.650 0.018 -5.257
C -0.968 1.218 -4.648
C -0.865 1.328 -3.268
N -0.455 0.307 -2.529
C -0.146 -0.846 -3.107
C -3.854 -1.756 -6.600
C -5.067 -1.513 -5.969
H -6.744 -2.221 -3.123
H -7.395 -1.537 -4.619
H -6.527 -0.514 -3.472
H -4.306 -2.659 -2.896
H -2.195 -3.144 -4.004
H -1.702 -2.816 -7.583
H 0.866 -2.798 -4.554
H -0.721 -0.090 -6.333
H -1.296 2.063 -5.238
H -1.123 2.235 -2.729
H 0.164 -1.660 -2.447
H -3.722 -1.494 -7.646
H -5.878 -1.066 -6.535
O 0.479 -3.989 -0.565
C 0.585 -3.114 0.307
O -0.184 -2.108 0.465
C 1.791 -3.204 1.223
C 2.461 -2.077 1.683
C 3.573 -2.197 2.509
C 4.010 -3.455 2.903
C 3.344 -4.590 2.446
C 2.250 -4.463 1.600
H 2.152 -1.081 1.374
H 4.089 -1.301 2.834
H 4.872 -3.554 3.554
H 3.688 -5.576 2.740
H 1.737 -5.334 1.215
N -0.714 2.624 0.098
C -0.438 3.710 0.445
N -0.319 4.914 0.847
C 0.620 5.809 0.650
N 1.381 6.681 0.529
*
```

---

11.
DFT (wB97M-V/def2-TZVPD) results for a 3-piece molecular cluster, C3H14N2O overall at a distorted geometry.

Calculated values
* energy above the lowest of the compared OMol25 structures with the same formula, charge and spin: 2.462 eV
* electronic energy: -8327.26874 eV
* frontier orbital gap (spin up / spin down): 11.02 / 3.75 eV

Structure (ORCA input):
```
! wB97M-V def2-TZVPD RIJCOSX def2/J DEFGRID3
* xyz 3 2
C -0.167 0.979 1.054
C -1.438 0.276 0.598
C -0.954 -0.682 -0.491
N -2.510 -1.791 -1.415
N 1.108 0.860 0.058
H 0.195 0.343 1.877
H -0.383 2.018 1.184
H -2.214 0.892 -0.004
H -1.979 -0.548 1.144
H -0.971 -0.274 -1.483
H -0.548 -1.637 -0.196
H -2.312 -2.807 -1.444
H -3.374 -1.590 -0.918
H -2.577 -1.409 -2.350
H 1.156 1.223 -0.892
H 1.328 -0.137 0.123
H 1.982 1.378 0.518
H 4.783 1.779 0.984
H 4.598 0.134 1.031
O 4.278 0.991 0.621
*
```

---

12.
DFT (wB97M-V/def2-TZVPD) results for a 12-piece molecular cluster, C3H29N2O12S overall at a distorted geometry.

Calculated values
* energy above the lowest of the compared OMol25 structures with the same formula, charge and spin: 0.922 eV
* electronic energy: -41969.96926 eV
* frontier orbital gap: 6.67 eV

Structure (ORCA input):
```
! wB97M-V def2-TZVPD RIJCOSX def2/J DEFGRID3
* xyz -1 1
N 1.247 0.811 1.438
C 0.875 -0.616 1.846
C -0.315 -1.164 1.185
S 0.014 -1.072 -0.564
C 2.093 -1.542 1.613
N 3.064 -1.154 0.742
O 2.187 -2.543 2.305
H 0.409 1.345 1.520
H 1.439 0.813 0.419
H 1.070 -0.480 2.971
H -0.404 -2.305 1.449
H -1.336 -0.828 1.441
H 3.156 -0.195 0.471
H 3.972 -1.616 0.709
H 3.517 -0.214 -2.145
H 4.031 1.101 -1.688
O 3.358 0.488 -1.399
H -3.684 1.016 -1.079
H -3.451 -0.377 -1.461
O -4.125 0.128 -0.972
H -1.856 -2.373 -3.829
H -0.423 -1.768 -3.250
O -0.880 -2.248 -3.955
H -1.110 3.053 2.470
H -2.209 2.033 2.031
O -1.385 2.520 1.722
H -3.752 0.936 1.246
H -3.097 -0.248 1.938
O -3.317 0.688 2.095
H 3.318 -2.223 -2.577
H 2.860 -1.372 -3.880
O 3.498 -1.453 -3.175
H -0.722 3.161 0.164
H 0.028 2.060 -0.566
O -0.440 2.879 -0.716
H -2.122 2.528 -0.892
H -2.707 2.666 -2.258
O -2.977 2.463 -1.357
H 1.483 -3.178 -2.338
H 2.336 -2.559 -1.193
O 2.317 -3.257 -1.892
H -3.854 -1.274 0.291
H -2.785 -2.202 0.737
O -3.655 -1.863 1.029
H 2.113 3.012 2.759
H 0.793 2.874 3.430
O 1.429 3.548 3.163
*
```